{"formula": "C90H195N9O12", "method": "ωB97M-V/def2-TZVPD", "gap_ev": 8.810, "spin_multiplicity": 1, "lumo_ev": 0.508, "relative_energy_kj_mol": 0.0, "smiles": "CC1(C)CCCC(C)(C)N1O.CC1(C)CCCC(C)(C)N1O.CC1(C)CCCC(C)(C)N1O.CC1(C)CCCC(C)(C)N1O.CC1(C)CCCC(C)(C)N1O.CC1(C)CCCC(C)(C)N1O.CC1(C)CCCC(C)(C)N1O.CC1(C)CCCC(C)(C)N1O.CC1(C)CCCC(C)(C)N1O.CC(C)O.CC(C)O.CC(C)O", "molar_mass_g_mol": 1595.601, "e_homo_ev": -8.3022, "elements": ["C", "C", "C", "C", "C", "C", "N", "O", "C", "C", "C", "H", "H", "H", "H", "H", "H", "H", "H", "H", "H", "H", "H", "H", "H", "H", "H", "H", "H", "H", "C", "C", "C", "C", "C", "C", "N", "O", "C", "C", "C", "H", "H", "H", "H", "H", "H", "H", "H", "H", "H", "H", "H", "H", "H", "H", "H", "H", "H", "H", "C", "C", "C", "C", "C", "C", "N", "O", "C", "C", "C", "H", "H", "H", "H", "H", "H", "H", "H", "H", "H", "H", "H", "H", "H", "H", "H", "H", "H", "H", "C", "C", "C", "C", "C", "C", "N", "O", "C", "C", "C", "H", "H", "H", "H", "H", "H", "H", "H", "H", "H", "H", "H", "H", "H", "H", "H", "H", "H", "H", "C", "C", "C", "C", "C", "C", "N", "O", "C", "C", "C", "H", "H", "H", "H", "H", "H", "H", "H", "H", "H", "H", "H", "H", "H", "H", "H", "H", "H", "H", "C", "C", "C", "C", "C", "C", "N", "O", "C", "C", "C", "H", "H", "H", "H", "H", "H", "H", "H", "H", "H", "H", "H", "H", "H", "H", "H", "H", "H", "H", "C", "C", "C", "C", "C", "C", "N", "O", "C", "C", "C", "H", "H", "H", "H", "H", "H", "H", "H", "H", "H", "H", "H", "H", "H", "H", "H", "H", "H", "H", "C", "C", "C", "C", "C", "C", "N", "O", "C", "C", "C", "H", "H", "H", "H", "H", "H", "H", "H", "H", "H", "H", "H", "H", "H", "H", "H", "H", "H", "H", "C", "C", "C", "C", "C", "C", "N", "O", "C", "C", "C", "H", "H", "H", "H", "H", "H", "H", "H", "H", "H", "H", "H", "H", "H", "H", "H", "H", "H", "H", "C", "C", "C", "O", "H", "H", "H", "H", "H", "H", "H", "H", "C", "C", "C", "O", "H", "H", "H", "H", "H", "H", "H", "H", "C", "C", "C", "O", "H", "H", "H", "H", "H", "H", "H", "H"], "xyz": [[2.0528, -0.2114, 4.8155], [2.7733, -1.5638, 4.9075], [3.5006, -1.9297, 3.6202], [4.7895, -1.1745, 3.4170], [5.6771, -1.4303, 4.6189], [5.0089, -0.9822, 5.9473], [3.7419, -1.6983, 6.0240], [3.1080, -1.3884, 7.2093], [5.9257, -1.5294, 7.0385], [4.9340, 0.5347, 6.1077], [1.6619, -2.5810, 5.1430], [2.6823, 0.5927, 4.4030], [1.6648, 0.1120, 5.7873], [1.2724, -0.2979, 4.0516], [3.7566, -2.9845, 3.7729], [2.7784, -1.7997, 2.7745], [4.5733, -0.0859, 3.4022], [5.2692, -1.4619, 2.4698], [6.6997, -1.0315, 4.5055], [5.8673, -2.5359, 4.7174], [5.5348, -1.2601, 8.0361], [5.9293, -2.6158, 6.9714], [6.9409, -1.1775, 6.8341], [5.9145, 0.9100, 6.4474], [4.6769, 1.0917, 5.1986], [4.3166, 0.7595, 6.9778], [0.9408, -2.5389, 4.3148], [1.1211, -2.3787, 6.0521], [2.0922, -3.6016, 5.2174], [2.9901, -2.2019, 7.6878], [-1.2990, -4.4537, 2.9365], [-1.5351, -5.8357, 2.3145], [-0.1387, -6.5037, 2.0734], [0.5688, -7.0213, 3.2977], [-0.3966, -8.0162, 3.8522], [-1.6700, -7.3893, 4.3402], [-2.3453, -6.7979, 3.0766], [-3.4820, -6.1001, 3.4562], [-2.5403, -8.5616, 4.7970], [-1.3213, -6.4541, 5.5574], [-2.1242, -5.7153, 0.9508], [-0.7329, -3.8872, 2.1688], [-0.7547, -4.4794, 3.8831], [-2.2349, -3.8786, 2.9917], [-0.3448, -7.2760, 1.3398], [0.4918, -5.8079, 1.5374], [0.6249, -6.2000, 4.0218], [1.5302, -7.4523, 3.1104], [0.0228, -8.6114, 4.6683], [-0.7686, -8.7463, 3.1334], [-3.4962, -8.1664, 5.2565], [-2.8200, -9.1563, 3.9118], [-1.9653, -9.1717, 5.4951], [-1.5293, -7.0368, 6.4583], [-0.2908, -6.1212, 5.6878], [-1.9487, -5.5474, 5.5047], [-2.1204, -6.6967, 0.4710], [-1.4677, -5.0772, 0.3414], [-3.1367, -5.3302, 1.0059], [-4.2400, -6.4905, 2.9728], [-9.8913, -1.3648, -0.8758], [-8.8196, -0.6977, -1.8142], [-9.5486, 0.3143, -2.7239], [-9.8503, 1.6152, -2.0164], [-8.5445, 2.1388, -1.4357], [-7.9193, 1.1619, -0.4088], [-7.6988, -0.0432, -1.1877], [-7.1386, -1.0153, -0.2788], [-6.5069, 1.7352, -0.1390], [-8.6097, 0.9662, 0.9680], [-8.2323, -1.7827, -2.7528], [-10.4190, -2.1216, -1.4650], [-10.5697, -0.5949, -0.5210], [-9.3059, -1.9072, -0.1400], [-8.9176, 0.4827, -3.6191], [-10.3260, -0.2623, -3.2104], [-10.6990, 1.5572, -1.3129], [-10.2065, 2.4283, -2.6461], [-8.6317, 3.1420, -0.9631], [-7.7935, 2.2080, -2.2499], [-5.8528, 1.0457, 0.3758], [-5.9760, 1.9616, -1.0605], [-6.5568, 2.6540, 0.4644], [-9.4927, 1.5797, 1.0495], [-8.7975, -0.0788, 1.2177], [-7.9280, 1.3902, 1.7023], [-7.6026, -1.2439, -3.4441], [-9.0254, -2.1939, -3.3632], [-7.6740, -2.5226, -2.2051], [-6.3133, -1.2404, -0.7432], [-1.1354, 5.1759, 5.7634], [0.2406, 4.5162, 5.6760], [0.1158, 3.0505, 5.3683], [-0.3066, 2.6908, 3.9777], [0.7263, 3.3048, 3.0763], [0.8589, 4.7964, 3.2254], [1.1102, 5.0511, 4.6371], [1.3381, 6.4055, 4.9183], [2.0410, 5.2817, 2.4139], [-0.3884, 5.5158, 2.6594], [0.9267, 4.5785, 7.0134], [-1.8141, 4.9363, 4.9152], [-1.0970, 6.2475, 5.8786], [-1.7065, 4.9392, 6.6456], [1.0657, 2.5492, 5.4934], [-0.5219, 2.6509, 6.1508], [-1.3638, 2.8852, 3.7286], [-0.2281, 1.6002, 3.9172], [0.4594, 3.0760, 2.0263], [1.7218, 2.8639, 3.3026], [2.0870, 6.3592, 2.4662], [2.9782, 4.8434, 2.7877], [1.8286, 4.9600, 1.3872], [-1.2694, 4.8714, 2.6723], [-0.7400, 6.3836, 3.1960], [-0.2136, 5.7094, 1.5895], [0.2984, 4.1988, 7.8265], [1.2910, 5.5818, 7.2221], [1.7859, 3.8906, 6.9637], [0.5902, 6.9478, 4.6042], [0.3860, 8.7567, 0.5389], [-0.9184, 8.8952, -0.3085], [-0.4437, 8.6311, -1.7611], [-1.6143, 8.5010, -2.6959], [-2.3288, 7.2438, -2.2669], [-2.9463, 7.3771, -0.8897], [-1.7585, 7.6964, 0.0560], [-2.3194, 7.8263, 1.3372], [-4.1696, 8.3277, -0.8339], [-3.4151, 5.9651, -0.4766], [-1.4998, 10.3325, -0.1572], [1.0404, 9.6293, 0.4016], [0.8676, 7.8170, 0.1896], [0.1957, 8.6837, 1.6121], [0.3101, 9.3612, -2.0358], [0.1194, 7.6813, -1.6776], [-1.3172, 8.3661, -3.7470], [-2.1940, 9.4303, -2.6897], [-1.6685, 6.3709, -2.1817], [-3.0794, 6.9375, -3.0052], [-4.0145, 9.2337, -1.3811], [-4.9883, 7.7254, -1.2350], [-4.5379, 8.6260, 0.1381], [-4.0452, 5.5847, -1.2850], [-2.6055, 5.2911, -0.3000], [-3.9955, 5.9857, 0.4316], [-2.3637, 10.5385, -0.7707], [-0.7093, 11.0127, -0.3657], [-1.8598, 10.4471, 0.8645], [-2.8151, 8.6525, 1.3279], [0.2021, -5.3858, -1.8542], [0.6965, -5.0761, -3.2335], [2.1727, -4.7349, -3.2063], [2.9092, -4.5994, -4.5230], [2.7006, -5.9464, -5.2208], [1.1941, -6.3826, -5.3866], [0.6114, -6.3434, -4.0538], [-0.7797, -6.5510, -4.0908], [0.4789, -5.5960, -6.5221], [1.3089, -7.8436, -5.8022], [-0.2144, -3.9027, -3.8576], [0.3973, -4.4362, -1.3403], [0.8931, -6.1451, -1.4526], [-0.8373, -5.5984, -1.7807], [2.2919, -3.8531, -2.5696], [2.6104, -5.5624, -2.6204], [3.9701, -4.4410, -4.3078], [2.5669, -3.6784, -5.0175], [3.2282, -6.7130, -4.5837], [3.1246, -5.9601, -6.2149], [0.9909, -4.6556, -6.6406], [0.6463, -6.0922, -7.4938], [-0.6122, -5.4808, -6.3978], [1.7883, -8.0173, -6.7812], [1.8286, -8.3644, -5.0144], [0.3378, -8.3172, -5.8413], [0.2299, -3.3866, -4.6914], [-0.4217, -3.1540, -3.1204], [-1.2093, -4.2795, -4.0841], [-0.9041, -7.5246, -4.0938], [6.6009, -4.8171, -2.8561], [7.4906, -3.4738, -3.0436], [6.8831, -2.6084, -4.1118], [5.6013, -1.9214, -3.6505], [6.0142, -1.0711, -2.4349], [6.4833, -1.9680, -1.2337], [7.6284, -2.7170, -1.7621], [8.1756, -3.5640, -0.7723], [6.9366, -1.0009, -0.1236], [5.2957, -2.8351, -0.6750], [8.9022, -3.8212, -3.5065], [6.7906, -5.1888, -1.8632], [7.0155, -5.5161, -3.5639], [5.5457, -4.6183, -3.0306], [7.6456, -1.8682, -4.3572], [6.7289, -3.1901, -5.0078], [4.7614, -2.5843, -3.4979], [5.2527, -1.2287, -4.4312], [5.1944, -0.4324, -2.0846], [6.8768, -0.4357, -2.6717], [7.8598, -0.5054, -0.5038], [6.1577, -0.2535, 0.1413], [7.2425, -1.5763, 0.7340], [4.8277, -3.3194, -1.5510], [5.6914, -3.6313, -0.0441], [4.5952, -2.1680, -0.1540], [9.4045, -4.2780, -2.6451], [9.3697, -2.9219, -3.8110], [8.7144, -4.4283, -4.4161], [9.0132, -3.1051, -0.5809], [1.2759, 5.0383, -3.2760], [2.7314, 5.3120, -2.9128], [2.7201, 5.9264, -1.4957], [4.0796, 5.9173, -0.7441], [4.4804, 4.5022, -0.6855], [4.6655, 3.8744, -2.0906], [3.3808, 4.0322, -2.7447], [3.4064, 3.3890, -4.0851], [5.8872, 4.4577, -2.8414], [4.9005, 2.4263, -1.8624], [3.3512, 6.2674, -3.9117], [1.1384, 4.4560, -4.1875], [0.7373, 5.9951, -3.2886], [0.9020, 4.3434, -2.5422], [2.3062, 6.9453, -1.6920], [1.9144, 5.4207, -0.9229], [3.9389, 6.3342, 0.2547], [4.9038, 6.4377, -1.2511], [3.7175, 3.9368, -0.1097], [5.3874, 4.4286, -0.0881], [5.8604, 4.2448, -3.8950], [6.0338, 5.5326, -2.6983], [6.7970, 4.0064, -2.4685], [4.1005, 2.0547, -1.2192], [4.8795, 1.7875, -2.7581], [5.8476, 2.2990, -1.3519], [2.5930, 7.0162, -4.2617], [3.7218, 5.6976, -4.7671], [4.1475, 6.8575, -3.4599], [2.7071, 2.7547, -3.9809], [-1.8988, 0.3890, -1.4709], [-1.3802, 1.1968, -0.2744], [-1.9519, 0.6164, 0.9953], [-1.4371, -0.7924, 1.2495], [0.0865, -0.7029, 1.2157], [0.8013, -0.0252, 0.1171], [0.0973, 1.2776, -0.1233], [0.6132, 1.8114, -1.3505], [2.2482, 0.2954, 0.5656], [0.8846, -1.0020, -1.0879], [-1.9751, 2.5563, -0.3345], [-1.6567, 0.8510, -2.4424], [-2.9775, 0.3295, -1.3560], [-1.6343, -0.6754, -1.4945], [-1.7320, 1.2464, 1.8624], [-3.0385, 0.7025, 0.8893], [-1.9191, -1.4630, 0.5390], [-1.6604, -1.2628, 2.2214], [0.5574, -1.7054, 1.3016], [0.3417, -0.2935, 2.2056], [2.7734, -0.6301, 0.8115], [2.7746, 0.7214, -0.2980], [2.1734, 0.9054, 1.4695], [0.0736, -1.7044, -1.1312], [0.9722, -0.4989, -2.0443], [1.7642, -1.6175, -1.0340], [-3.0316, 2.4443, -0.6929], [-1.4364, 3.1952, -1.0510], [-1.9849, 3.0354, 0.6392], [1.3251, 2.3571, -0.9403], [-6.3177, -3.4259, 3.6232], [-6.2526, -2.5985, 2.3456], [-4.8879, -1.9759, 2.2117], [-6.4984, -3.4524, 1.2447], [-7.2972, -3.9341, 3.6063], [-6.2887, -2.8112, 4.5568], [-5.5208, -4.1829, 3.5515], [-7.0100, -1.7981, 2.3509], [-4.7711, -1.3668, 1.3119], [-4.1831, -2.8202, 2.1341], [-4.6266, -1.4251, 3.1439], [-7.2126, -3.0572, 0.7109], [1.5431, 1.3340, -6.2419], [0.7638, 1.0763, -4.9157], [0.2533, -0.3547, -4.8727], [1.5375, 1.3611, -3.7822], [0.7965, 1.3248, -7.0478], [2.2658, 0.5442, -6.3423], [2.0245, 2.2955, -6.1231], [-0.0887, 1.7999, -4.7801], [-0.3878, -0.5433, -3.9925], [1.1257, -1.0215, -4.7446], [-0.3662, -0.5904, -5.7122], [0.9853, 1.3986, -2.9840], [-4.2708, -4.3828, -2.4303], [-3.9072, -2.9126, -2.1560], [-4.1031, -2.0709, -3.4261], [-4.7836, -2.3481, -1.2162], [-5.2142, -4.4494, -2.9630], [-4.4277, -4.9440, -1.5041], [-3.5306, -5.0167, -2.9002], [-2.8600, -2.8647, -1.8002], [-3.3351, -2.2293, -4.1522], [-4.0101, -1.0226, -3.1679], [-5.1021, -2.3287, -3.8415], [-5.0984, -3.0448, -0.6272]], "mulliken_charge": [-1.117, 2.561, -0.854, 0.728, -1.690, 1.963, 0.297, -0.489, -2.033, -1.715, -2.293, -0.090, 0.703, -0.118, 0.723, -0.707, -0.052, -0.266, 0.406, 0.350, 0.385, 0.480, 0.428, 0.470, 0.206, 0.405, -0.065, 0.580, 0.664, 0.357, -0.908, 2.775, -1.991, 0.039, -1.794, 1.898, -0.179, -0.322, -1.878, -1.538, -2.115, -0.053, 0.301, 0.197, 0.589, 0.389, -0.303, 0.461, 0.452, 0.512, 0.319, 0.465, 0.442, 0.448, 0.271, 0.263, 0.694, -0.161, 0.286, 0.351, -1.552, 1.656, -1.376, -0.757, -1.071, 1.962, -0.033, 0.797, -2.547, -1.715, -2.161, 0.521, 0.371, 0.058, 0.393, 0.493, 0.307, 0.458, 0.436, 0.332, 0.402, 0.477, 0.586, 0.387, 0.214, 0.482, 0.477, 0.475, 0.398, 0.058, -1.798, 2.210, -1.698, -0.727, -0.246, 2.575, 0.275, -0.516, -1.693, -0.777, -2.090, 0.203, 0.455, 0.416, 0.131, 0.670, 0.448, 0.135, -0.778, 0.192, 0.594, 0.544, -0.282, 0.065, 0.310, -0.290, 0.359, 0.454, 0.325, 0.402, -1.273, 1.152, -0.661, -0.939, -1.234, 2.086, 0.816, -0.491, -1.930, -2.299, -1.770, 0.578, 0.010, 0.245, 0.659, -0.465, 0.407, 0.525, 0.143, 0.550, 0.411, 0.447, 0.406, 0.543, 0.071, 0.503, 0.319, 0.460, 0.422, 0.297, -2.320, 2.675, -1.047, 0.727, -1.747, 1.831, 0.007, -0.465, -1.626, -1.930, -0.956, 0.120, 0.394, 0.709, -0.501, 0.631, -0.475, 0.133, 0.249, 0.578, 0.373, 0.451, 0.134, 0.395, 0.463, 0.448, 0.211, -0.254, 0.432, 0.385, -1.558, 1.511, -1.588, 0.482, -0.866, 2.144, 0.130, -0.502, -2.033, -0.204, -1.792, 0.282, 0.527, 0.152, 0.490, 0.447, -0.703, 0.430, -0.541, 0.592, 0.528, 0.100, 0.522, -0.508, 0.434, -0.086, 0.429, 0.435, 0.413, 0.386, -1.785, 1.879, -0.621, -1.049, -0.935, 1.913, 1.552, -0.561, -1.935, -2.037, -1.732, 0.354, 0.458, -0.131, 0.354, -0.212, 0.417, 0.532, -0.231, 0.550, 0.389, 0.264, 0.496, -0.614, 0.650, 0.792, 0.393, 0.361, 0.333, 0.107, -1.346, 2.513, -0.351, 0.208, -0.571, 3.413, 0.448, 0.635, -0.667, -1.392, -1.771, 0.272, 0.389, -0.203, -0.970, 0.162, -0.710, 1.071, 0.654, -1.459, -0.614, -0.037, -0.267, -0.347, -0.422, 0.480, -0.057, 0.138, 0.354, -0.405, -1.291, 1.355, 0.094, -0.713, 0.431, 0.369, 0.025, -0.322, -0.346, -0.499, 0.625, 0.293, -1.805, 0.264, -0.788, 0.744, 0.396, 0.332, 0.461, 0.339, -0.037, 0.025, 0.764, 0.000, -1.402, 1.491, -1.528, -0.019, 0.356, 0.355, 0.196, -0.731, 0.361, 0.367, 0.295, -0.148]}